Record 1
Molecular formula: C14H17NO3
Method: DFT, the ωB97M-V functional and the def2-TZVPD basis

Charge: 0
Kohn-Sham gap in eV: 9.08

Geometry (Å):
O: -5.589 1.047 0.202
O: -0.670 -2.249 -1.455
O: -4.338 -0.496 -0.800
N: -0.090 -1.958 0.710
C: 0.900 2.231 -0.934
C: -2.228 0.063 0.886
C: -0.891 -1.771 -0.360
C: 1.900 1.078 1.041
C: -4.522 0.496 0.155
C: -3.377 0.764 1.002
C: -3.198 -1.155 -0.907
C: 2.305 -1.440 0.877
C: 2.004 -0.141 0.164
C: 1.401 1.149 -1.885
C: -2.121 -0.962 -0.103
C: 1.874 2.369 0.230
C: 1.240 -2.508 0.583
C: 1.799 -0.088 -1.145
H: -0.323 -1.532 1.592
H: 0.627 0.893 -2.612
H: -1.383 0.300 1.517
H: 3.278 -1.830 0.571
H: 2.262 1.522 -2.451
H: 2.872 2.569 -0.164
H: -0.086 1.953 -0.553
H: 1.356 -3.355 1.266
H: 2.343 -1.259 1.954
H: -3.502 1.557 1.722
H: 1.323 -2.867 -0.444
H: -3.192 -1.888 -1.704
H: 1.901 -0.978 -1.749
H: 1.591 3.206 0.872
H: 2.745 1.094 1.737
H: 0.990 1.008 1.649
H: 0.799 3.180 -1.463

***

Record 2
Molecular formula: C6H10O
Method: DFT, the ωB97M-V functional and the def2-TZVPD basis

Charge: 0
Kohn-Sham gap in eV: 10.50

Geometry (Å):
O: -1.844 -0.175 1.283
C: 1.223 -0.819 -0.564
C: -0.046 -0.785 -1.372
C: 1.221 0.072 0.697
C: 0.134 1.153 0.710
C: -1.146 -0.117 -1.024
C: -1.239 0.637 0.277
H: 2.059 -0.560 -1.226
H: -0.034 -1.350 -2.304
H: -1.547 -1.081 1.131
H: -2.030 -0.151 -1.658
H: 1.412 -1.860 -0.269
H: 1.100 -0.554 1.588
H: 0.411 1.983 0.048
H: 0.042 1.561 1.722
H: 2.199 0.554 0.798
H: -1.915 1.492 0.163

***

Record 3
Molecular formula: C6H24N5O9
Method: DFT, the ωB97M-V functional and the def2-TZVPD basis

Charge: -1
Kohn-Sham gap in eV: 9.66

Geometry (Å):
O: -0.149 -0.887 -0.987
O: 1.695 -0.572 0.006
O: -2.122 0.520 2.338
O: 2.021 -2.353 4.723
O: 3.599 0.997 1.889
O: 0.666 -2.779 -3.135
O: -4.106 -1.297 -1.581
O: -0.106 -0.899 1.139
O: 1.359 3.645 -2.292
N: -2.553 0.289 -1.808
N: 2.231 1.974 -1.089
N: 0.731 1.567 -2.652
N: -4.570 0.736 -2.410
N: 0.477 -0.723 0.034
C: -0.335 -3.808 -3.132
C: 2.109 -2.165 3.316
C: -2.204 1.915 2.343
C: 1.411 2.474 -1.977
C: 2.496 1.653 2.455
C: -3.785 -0.184 -1.999
H: -1.901 -0.056 -1.118
H: -2.070 2.394 1.372
H: -1.366 2.271 2.946
H: -1.189 -3.448 -2.557
H: 0.429 -2.251 -2.367
H: 0.055 -4.690 -2.621
H: -1.290 0.244 1.937
H: -5.575 0.679 -2.363
H: 2.896 -2.119 5.044
H: 3.172 0.518 1.171
H: 0.629 0.646 -2.251
H: -4.211 1.530 -2.917
H: 2.375 -1.141 3.053
H: 0.033 1.984 -3.249
H: -0.650 -4.045 -4.148
H: 2.775 2.456 3.138
H: 2.740 -2.865 2.767
H: 2.742 2.551 -0.439
H: 1.111 -2.265 2.888
H: 1.812 2.075 1.717
H: -2.246 1.169 -2.194
H: 1.863 0.984 3.041
H: 2.129 1.001 -0.828
H: -3.129 2.272 2.797

***

Record 4
Molecular formula: C3H2KLiO2
Method: DFT, the ωB97M-V functional and the def2-TZVPD basis

Charge: 0
Kohn-Sham gap in eV: 4.20

Geometry (Å):
K: -1.716 2.579 2.104
O: -0.096 0.287 2.026
O: -0.230 -0.569 -1.468
C: -0.346 0.398 -0.308
C: -0.420 -0.313 0.937
C: 0.988 -0.149 -0.864
Li: -1.364 -1.750 -0.437
H: 1.581 -1.009 -0.521
H: 1.604 0.526 -1.469

***

Record 5
Molecular formula: C27H58MgO4P2Si
Method: DFT, the ωB97M-V functional and the def2-TZVPD basis

Charge: 0
Kohn-Sham gap in eV: 6.63

Geometry (Å):
P: 0.582 -1.785 -4.663
P: 0.803 1.404 -2.804
Si: 0.460 1.130 2.492
Mg: 1.862 0.800 -0.694
O: 1.498 0.082 3.381
O: 0.567 2.497 3.432
O: -1.014 0.464 2.904
O: 0.828 1.474 0.963
C: -1.796 -0.466 -2.047
C: -0.535 -2.546 -5.963
C: -0.120 2.729 -3.900
C: -1.156 -2.001 2.926
C: -0.176 2.013 5.708
C: -0.288 2.955 4.506
C: -1.887 -0.683 3.155
C: 2.997 0.282 3.458
C: 1.613 -0.852 0.627
C: 1.551 0.807 -4.360
C: 0.254 4.375 4.718
C: -2.069 -3.448 -3.218
C: -0.865 -2.724 -3.155
C: 3.333 1.127 4.683
C: 3.692 -1.071 3.620
C: -3.337 -2.897 -2.664
C: -2.388 -0.630 4.595
C: -1.767 3.061 4.115
C: 2.100 -2.602 -5.195
C: -3.089 -0.557 2.201
C: -2.509 0.053 -3.290
C: 0.819 -0.129 -5.325
C: -0.716 -1.600 -2.178
C: 3.512 0.945 2.170
C: -3.869 -1.973 -3.822
C: 2.184 2.244 -2.065
C: -2.971 -0.853 -4.208
H: 1.842 -0.706 1.694
H: 3.386 -1.797 2.857
H: 3.060 1.518 -2.095
H: 0.614 3.419 -4.363
H: 2.055 -2.753 -6.283
H: -2.336 -0.814 -1.137
H: -0.831 1.140 5.566
H: -3.099 -1.447 4.768
H: 4.782 -0.919 3.531
H: -2.922 0.296 4.829
H: -2.297 3.608 4.915
H: -0.074 0.218 -5.873
H: -1.847 -2.844 3.095
H: -4.089 -3.673 -2.434
H: -2.315 1.145 -3.500
H: 3.211 0.527 5.591
H: -2.054 -4.545 -3.282
H: -4.807 -1.486 -3.485
H: 0.099 -3.148 -6.664
H: 0.038 -3.460 -3.262
H: -1.208 0.401 -1.698
H: 2.895 1.804 1.860
H: -3.232 -2.296 -1.754
H: 1.896 2.684 -1.059
H: 4.386 1.454 4.654
H: 4.545 1.310 2.298
H: -0.487 2.547 6.617
H: -3.635 -1.508 2.088
H: 1.323 4.350 4.966
H: -2.225 2.068 3.997
H: 2.349 -1.623 0.364
H: 0.234 -1.099 -2.417
H: -0.626 2.240 -4.765
H: -3.781 0.205 2.592
H: 1.908 1.709 -4.885
H: -0.483 -2.028 -1.187
H: -0.305 -2.121 3.613
H: 3.552 0.239 1.322
H: -1.876 3.616 3.173
H: 2.692 2.012 4.756
H: -1.149 -1.796 -6.510
H: 0.572 -1.099 0.414
H: 2.974 -1.953 -5.004
H: 0.157 4.905 3.757
H: 1.610 -0.329 -6.084
H: -0.813 -2.054 1.888
H: -2.720 -0.241 1.216
H: -2.516 -0.802 -5.214
H: -0.866 3.337 -3.359
H: -1.595 -0.749 5.340
H: 2.392 3.091 -2.667
H: 3.511 -1.493 4.614
H: 2.439 0.258 -4.035
H: 2.298 -3.579 -4.729
H: -1.189 -3.233 -5.402
H: 0.842 1.628 5.835
H: -0.315 4.914 5.488
H: -4.075 -2.673 -4.655

***

Record 6
Molecular formula: C2H5N5O
Method: DFT, the ωB97M-V functional and the def2-TZVPD basis

Charge: 0
Kohn-Sham gap in eV: 9.64

Geometry (Å):
O: 2.535 -0.004 -0.604
N: -1.903 -0.143 -0.246
N: -0.871 1.920 -0.020
N: -0.234 -1.558 0.183
N: 1.610 -0.008 0.539
N: -1.440 -1.456 -0.190
C: 0.256 -0.324 0.137
C: -0.845 0.585 -0.021
H: -1.673 2.480 -0.383
H: 2.782 -0.908 -0.894
H: -1.991 -2.338 -0.220
H: 1.883 -0.685 1.260
H: -0.108 2.440 0.461

***

Record 7
Molecular formula: C22H24N2O3
Method: DFT, the ωB97M-V functional and the def2-TZVPD basis

Charge: 0
Kohn-Sham gap in eV: 9.06

Geometry (Å):
O: -6.137 -0.415 -0.640
O: -0.721 2.069 1.528
O: 2.778 -2.159 1.033
N: 0.159 0.505 0.196
N: 0.113 -0.673 -0.472
C: 1.716 -2.392 -1.197
C: -3.869 -0.232 -1.169
C: 2.471 3.194 0.979
C: -4.897 -0.023 -0.245
C: 2.303 -3.099 0.066
C: 1.680 4.069 -1.524
C: 1.419 2.769 -1.131
C: -4.596 0.562 0.982
C: 2.341 4.933 -0.668
C: 1.295 -1.051 -0.750
C: -0.909 1.151 0.747
C: 1.189 -3.865 0.779
C: 2.736 4.493 0.584
C: -7.220 -0.215 0.236
C: -2.264 0.695 0.358
C: -2.572 0.119 -0.873
C: 1.811 2.323 0.125
C: 3.379 -0.991 0.534
C: 2.377 -0.123 -0.251
C: 1.542 0.903 0.536
C: -3.294 0.922 1.267
C: 3.432 -4.050 -0.346
H: 3.796 -4.583 0.528
H: -3.053 1.388 2.210
H: 3.069 -4.767 -1.076
H: -8.096 -0.593 -0.287
H: 0.345 -3.203 0.957
H: 2.768 2.856 1.961
H: 3.755 -0.461 1.411
H: 0.878 -2.968 -1.586
H: 3.246 5.166 1.257
H: 1.675 0.794 1.619
H: -5.365 0.745 1.716
H: 2.893 0.365 -1.085
H: 0.862 -4.711 0.181
H: -4.123 -0.674 -2.120
H: 4.233 -1.237 -0.114
H: -1.797 -0.047 -1.604
H: 2.486 -2.304 -1.966
H: -7.363 0.847 0.461
H: 1.363 4.409 -2.499
H: 1.556 -4.224 1.737
H: 2.543 5.949 -0.974
H: 4.262 -3.498 -0.782
H: -7.089 -0.770 1.170
H: 0.896 2.099 -1.799

***

Record 8
Molecular formula: C8H16KO5
Method: DFT, the ωB97M-V functional and the def2-TZVPD basis

Charge: +1
Kohn-Sham gap in eV: 10.36

Geometry (Å):
K: -0.897 0.259 0.067
O: -1.394 2.714 -0.307
O: 1.010 0.821 -0.754
O: 0.605 -0.998 1.213
O: 0.863 3.227 -2.446
O: -1.910 -1.455 0.509
C: 1.367 0.458 -2.252
C: -1.376 -2.198 1.591
C: 2.039 0.548 0.197
C: 1.920 -0.871 0.708
C: -3.315 -1.304 0.551
C: 0.113 -2.314 1.379
C: -0.710 3.626 -0.711
C: 0.713 3.410 -1.226
H: 1.915 1.258 1.028
H: 0.673 -0.356 -2.513
H: 0.327 -2.909 0.476
H: 2.667 -1.057 1.494
H: -1.594 -1.677 2.539
H: -3.622 -0.775 1.467
H: 3.034 0.718 -0.238
H: 1.530 3.809 -0.591
H: -3.808 -2.287 0.517
H: 0.583 -2.806 2.245
H: -3.610 -0.718 -0.326
H: -1.097 4.664 -0.745
H: -1.827 -3.202 1.630
H: 1.336 0.968 -3.219
H: 2.082 -1.600 -0.103
H: 2.384 0.045 -2.182

***

Here are the calculated relative energy (zero: lowest compared OMol25 entry of this formula, charge and spin) numbers, same order: 1.0164; 0.1250; 1.1957; 1.1004; 0.0000; 2.4559; 3.1637; 0.0000 (eV).
Here are the calculated energy numbers, same order: -824.15543; -309.83778; -1193.91637; -873.31218; -2536.66639; -428.13287; -1187.94821; -1290.18828 (Eh).
Here are the calculated molecular weight numbers, same order: 247.29; 98.14; 310.28; 116.09; 561.10; 115.10; 364.44; 231.31 (g mol⁻¹).